Entry from the Open Molecules 2025 dataset: a 2-piece molecular cluster, C4H4BrClO overall in a non-equilibrium geometry (ωB97M-V with the def2-TZVPD basis set).

Positions of all 11 atoms, in Å:
C  -1.211  -0.430  -0.204
C  0.193  -0.575  -0.503
C  0.196  3.255  0.309
C  1.134  -0.877  0.369
O  0.270  2.143  0.463
Cl  -1.785  -1.686  0.861
Br  2.850  -0.869  -0.301
H  -1.356  0.664  0.241
H  -1.813  -0.365  -1.081
H  0.426  -0.202  -1.520
H  1.096  -1.057  1.365

Atoms 1-3, force components in eV/Å:
-1.086 3.016 1.251
0.664 0.603 -0.818
0.034 0.121 -0.016

Summary:
E_LUMO   0.78 eV
M   183.43 g/mol
2S+1   1
Relative energy (zero: lowest compared OMol25 entry of this formula, charge and spin)   9.3 kcal per mole
E_tot   -88823.604 eV
Net charge   0
Orbital gap   0.36823 Ha

***

Entry from the Open Molecules 2025 dataset: the molecule C4H4BrFO2 in a non-equilibrium geometry (ωB97M-V with the def2-TZVPD basis set).

Positions of all 12 atoms, in Å:
C  0.928  -0.854  -0.840
C  -1.234  0.085  0.921
C  -1.085  0.375  -0.527
C  1.353  -0.185  0.404
O  1.605  -1.711  -1.319
O  -0.315  -0.581  -1.256
F  2.231  -0.780  1.217
Br  1.793  1.702  0.111
H  -1.250  0.992  1.566
H  -1.612  -0.820  1.552
H  -1.962  0.462  -1.182
H  -0.450  1.316  -0.646

Atoms 1-3, force components in eV/Å:
-0.553 -0.967 0.717
0.353 -0.272 2.175
1.119 1.197 -0.793

Summary:
E_LUMO (spin up / spin down)   -1.03 / -0.60 eV
M   182.98 g/mol
2S+1   1
Relative energy (zero: lowest compared OMol25 entry of this formula, charge and spin)   81.0 kcal per mole
E_tot   -81063.541 eV
Net charge   0
Orbital gap (spin up / spin down)   0.30328 / 0.31970 Ha

***

Entry from the Open Molecules 2025 dataset: the molecule C4H4BrN in a non-equilibrium geometry (ωB97M-V with the def2-TZVPD basis set).

Positions of all 10 atoms, in Å:
C  0.646  -0.697  0.055
C  -0.757  -0.913  0.081
C  1.289  0.465  -0.046
C  -1.539  0.160  -0.011
N  2.055  1.356  0.096
Br  -3.408  -0.028  -0.139
H  1.305  -1.531  0.305
H  -1.208  -1.867  0.327
H  -1.028  1.123  -0.104
H  2.645  1.933  -0.565

Atoms 1-3, force components in eV/Å:
1.616 -0.420 0.343
-1.341 0.920 0.450
-0.413 -2.438 -0.233

Summary:
E_LUMO   0.72 eV
M   145.99 g/mol
2S+1   1
Structure (SMILES)   N=C=C/C=C/Br
Relative energy (zero: lowest compared OMol25 entry of this formula, charge and spin)   33.4 kcal per mole
E_tot   -75742.912 eV
Net charge   0
Orbital gap   0.31379 Ha

***

Entry from the Open Molecules 2025 dataset: the molecule C4H4BrN in a non-equilibrium geometry (ωB97M-V with the def2-TZVPD basis set).

Positions of all 10 atoms, in Å:
C  -1.285  0.574  -0.953
C  1.015  -0.224  -0.254
C  0.337  0.293  0.972
C  -0.486  -0.280  -0.151
N  -1.929  1.266  -1.599
Br  -1.323  -2.023  0.121
H  1.438  0.481  -0.955
H  1.548  -1.161  -0.193
H  0.402  -0.287  1.881
H  0.285  1.361  1.131

Atoms 1-3, force components in eV/Å:
-0.061 0.068 -0.052
0.115 -0.024 -0.096
-0.013 0.076 0.129

Summary:
E_LUMO   0.42 eV
M   145.99 g/mol
2S+1   1
Structure (SMILES)   N#CC1(Br)CC1
Relative energy (zero: lowest compared OMol25 entry of this formula, charge and spin)   6.7 kcal per mole
E_tot   -75744.069 eV
Net charge   0
Orbital gap   0.39941 Ha

***

Entry from the Open Molecules 2025 dataset: a 2-piece molecular cluster, C4H4BrN3 overall in a non-equilibrium geometry (ωB97M-V with the def2-TZVPD basis set).

Positions of all 12 atoms, in Å:
C  0.138  2.301  -0.301
C  -0.108  -0.933  0.708
C  -1.306  -1.071  -0.259
C  0.916  -0.438  -0.159
N  -0.051  2.626  0.771
N  -0.848  -0.780  -1.441
N  0.460  -0.329  -1.354
Br  2.532  0.220  0.435
H  -0.444  -0.414  1.588
H  0.256  -1.789  1.251
H  -2.149  -1.669  0.035
H  0.604  2.274  -1.273

Atoms 1-3, force components in eV/Å:
1.137 0.897 -1.494
-2.235 -0.770 1.083
3.935 -0.985 0.214

Summary:
E_LUMO   0.02 eV
M   174.00 g/mol
2S+1   1
Structure (SMILES)   BrC1=NN=CC1.C#N
Relative energy (zero: lowest compared OMol25 entry of this formula, charge and spin)   17.9 kcal per mole
E_tot   -78722.477 eV
Net charge   0
Orbital gap   0.37197 Ha

***

Entry from the Open Molecules 2025 dataset: the molecule C4H4BrNOS in a non-equilibrium geometry (ωB97M-V with the def2-TZVPD basis set).

Positions of all 12 atoms, in Å:
C  0.434  -1.414  0.375
C  0.190  2.030  0.384
C  -1.031  -1.394  -0.157
C  0.635  0.734  -0.352
N  1.157  -0.370  0.383
O  -0.226  2.151  1.501
S  -0.983  0.102  -1.127
Br  1.832  1.255  -1.842
H  0.562  -2.275  1.022
H  0.213  2.907  -0.203
H  -1.096  -2.220  -0.792
H  -1.687  -1.505  0.807

Atoms 1-3, force components in eV/Å:
-1.809 0.912 1.112
0.092 -0.609 1.121
1.584 1.220 2.341

Summary:
E_LUMO   0.04 eV
M   194.05 g/mol
2S+1   1
Structure (SMILES)   O=C[C@@]1(Br)N=CCS1
Relative energy (zero: lowest compared OMol25 entry of this formula, charge and spin)   27.6 kcal per mole
E_tot   -88626.443 eV
Net charge   0
Orbital gap   0.34836 Ha

***

Q: Among the records above, which one has the lowest E_tot?
A: C4H4BrClO